136
Properties=species:S:1:pos:R:3:forces:R:3:mulliken_charge:R:1 method="wB97M-V/def2-TZVPD" homo_lumo_gap_ev=7.0 mol_weight_g_mol=807.1 e_homo_ha=-0.34878 e_tot_ha=-2665.2521 total_charge=+1
N -0.0442 -2.9406 2.7555 -1.030 0.259 -0.004 -0.474
C -1.4880 -3.2164 3.1127 0.300 -0.039 -0.329 -0.848
C -2.5807 -2.3048 2.2584 0.248 -1.312 0.490 0.530
O -3.9131 -2.6301 2.8671 1.624 -1.275 -1.280 -0.602
C -2.2758 -0.6944 2.2890 -0.574 -0.146 0.666 -0.828
C -2.1743 0.0239 0.8188 3.019 0.350 0.852 -0.103
C -1.2071 -0.8110 -0.2607 0.065 -0.579 -0.648 0.824
C 0.0415 0.0997 -0.8309 0.503 -0.784 0.729 0.500
C 1.0822 0.5094 0.4124 -0.370 -1.096 0.005 -0.107
O 1.2854 1.9664 0.4382 0.274 -1.463 1.190 -0.475
C -2.1336 -1.4818 -1.4813 -0.203 -0.381 0.566 0.316
C -1.2605 -2.5090 -2.4142 1.199 0.052 -0.018 -0.644
C -0.5860 -1.8390 -3.7490 -0.576 0.292 -1.154 -0.336
C 0.4290 -2.8302 -4.5816 -0.855 -0.779 0.446 -0.695
C 1.7274 -3.3456 -3.7246 -0.150 -1.046 -1.323 -0.801
N 2.8174 -2.3171 -3.5231 2.918 2.925 0.840 0.632
C 3.1873 -1.6376 -2.2141 3.425 2.770 -1.625 -0.565
C 4.4611 -0.6167 -2.3814 -3.016 -3.575 -4.237 -0.225
C 4.8301 -0.7421 -3.9744 -3.925 -2.721 2.452 -0.546
C 3.7534 -1.8233 -4.6064 2.417 2.797 3.058 -0.370
C -3.0076 -0.3646 -2.3022 -0.458 0.240 1.677 -0.824
C -3.3694 0.8679 -1.2336 0.832 0.179 -3.269 -0.361
N -3.5059 0.4003 0.1983 -0.706 -0.411 -0.029 0.022
C -4.2639 1.4864 0.9457 -2.176 1.792 0.378 -0.496
C -3.6336 2.9916 0.7934 0.718 1.164 0.810 -0.136
O -4.5185 3.9322 0.0550 1.542 -1.266 -0.270 -0.521
H 0.1703 -3.1157 1.7494 -0.285 0.400 1.329 0.196
H 0.2757 -2.0017 3.0799 -0.400 -1.208 -0.672 0.299
H -1.6778 -4.3690 2.8692 0.202 2.537 0.616 0.354
H -1.6216 -3.0500 4.2729 0.109 -0.271 -2.429 0.205
H -2.6127 -2.7687 1.1759 0.307 1.279 1.828 0.092
H -3.9468 -3.6465 2.7664 -0.138 2.352 0.400 0.393
H -1.2528 -0.4569 2.8564 -2.220 -0.675 -1.450 0.282
H -3.1171 -0.2111 2.9840 1.754 -0.978 -1.641 0.411
H -1.5951 1.0531 0.9929 -1.463 -2.066 -0.395 0.009
H -0.7016 -1.7518 0.2718 -1.291 2.181 -0.863 -0.705
H -0.3556 1.0486 -1.3889 1.025 -1.773 0.970 0.159
H 0.6810 -0.6250 -1.5239 -1.549 1.882 1.146 -0.891
H 2.0939 -0.1060 0.2745 -2.028 1.575 0.171 0.195
H 0.6008 0.0876 1.4126 0.930 1.092 -1.776 0.111
H 1.7956 2.2530 1.2559 -0.883 -0.867 -1.476 0.301
H -2.9274 -2.1598 -0.9016 1.601 1.363 -1.236 0.329
H -1.8963 -3.4316 -2.7608 1.129 1.833 0.754 0.364
H -0.3629 -2.9154 -1.7428 -2.034 0.727 -1.270 -0.051
H -1.4892 -1.5958 -4.4902 1.959 -0.464 1.494 0.346
H -0.0365 -0.8213 -3.5729 -1.043 -1.919 0.003 0.194
H 0.7244 -2.3652 -5.6158 -0.422 -0.718 2.171 0.331
H -0.2088 -3.8072 -4.8347 1.462 1.958 0.523 0.311
H 1.3488 -3.8348 -2.7308 1.069 1.260 -1.695 0.226
H 2.2186 -4.2268 -4.3611 -1.060 1.883 1.437 0.343
H 2.7207 -1.7266 -1.1405 0.531 -0.517 -2.754 0.259
H 5.0166 0.0358 -1.5717 -1.455 -1.752 -1.827 0.259
H 5.7227 -0.1754 -4.5083 -2.316 -1.561 1.079 0.280
H 3.8040 -2.1003 -5.7614 -0.679 0.236 3.055 0.286
H -2.4518 0.1531 -3.1919 -1.164 -1.285 1.643 0.357
H -4.0428 -0.8481 -2.5884 2.252 0.954 0.093 0.305
H -2.4775 1.6486 -1.3739 -2.214 -1.638 0.899 0.094
H -4.3830 1.3317 -1.5892 2.013 -0.669 0.981 0.393
H -4.1298 -0.4615 0.1841 0.934 1.145 0.093 0.537
H -4.4485 1.2588 2.0785 0.747 0.033 -2.302 0.357
H -5.3454 1.5253 0.4419 2.398 -0.063 1.074 0.392
H -3.5171 3.4289 1.8977 -0.329 -0.979 -2.450 0.247
H -2.5658 3.0419 0.3176 -1.967 -0.430 0.989 0.115
H -4.0513 4.3135 -0.7460 -0.565 -0.794 1.564 0.325
C 1.1362 4.6986 -1.2699 -0.095 -0.185 -0.053 -0.558
C 0.7569 6.1038 -0.8931 -0.115 0.880 0.130 0.694
O -0.3009 6.3656 -0.3263 0.017 -0.289 -0.079 -0.705
N 1.6296 7.1056 -1.1996 -0.688 -0.701 0.312 -0.129
C 2.9109 7.0017 -1.8580 0.177 0.594 -0.040 -0.484
H 0.3440 4.0106 -0.9623 0.177 0.265 0.030 -0.332
H 1.2591 4.6221 -2.3540 0.200 -0.046 0.119 0.381
H 2.0606 4.4114 -0.7610 -0.053 -0.073 -0.246 0.359
H 1.3070 8.0231 -0.9160 0.077 -0.237 -0.085 0.234
H 3.6717 7.4021 -1.1836 0.193 -0.168 -0.119 0.283
H 2.8765 7.6113 -2.7641 0.243 -0.300 0.032 0.027
H 3.1626 5.9738 -2.1207 -0.143 0.173 0.070 0.287
C 5.5157 -4.2030 -1.8321 -0.288 0.006 -0.095 0.046
C 6.8130 -3.6280 -1.3353 0.738 0.400 0.282 0.652
O 6.9479 -2.4309 -1.0953 -0.204 -0.268 0.008 -0.681
N 7.8614 -4.4802 -1.1520 -0.642 0.569 -0.161 -0.129
C 7.9010 -5.9064 -1.3759 0.535 -0.055 0.215 -0.807
H 4.7748 -3.4048 -1.9292 0.353 -0.089 0.036 -0.680
H 5.6613 -4.6611 -2.8144 -0.080 -0.124 0.149 0.459
H 5.1369 -4.9417 -1.1201 0.058 -0.107 -0.212 0.186
H 8.7004 -4.0220 -0.8164 -0.217 -0.143 -0.042 0.239
H 8.1611 -6.3904 -0.4315 -0.153 -0.189 -0.162 0.253
H 8.6813 -6.1121 -2.1124 -0.139 -0.257 -0.051 0.314
H 6.9492 -6.2986 -1.7354 0.137 0.175 0.073 0.285
C -8.7706 0.9629 2.9425 -0.051 -0.296 -0.012 -1.087
C -9.1498 2.3681 3.3193 -1.015 0.601 0.597 0.664
O -10.2077 2.6299 3.8861 0.753 -0.309 -0.418 -0.642
N -8.2772 3.3699 3.0128 -0.246 -0.401 0.117 -0.137
C -6.9959 3.2660 2.3544 -0.214 0.576 0.065 -0.313
H -9.5628 0.2750 3.2501 0.126 0.294 -0.026 0.289
H -8.6477 0.8865 1.8585 0.131 -0.077 0.089 0.306
H -7.8462 0.6757 3.4515 0.005 -0.048 -0.173 0.295
H -8.5997 4.2874 3.2964 0.087 -0.202 -0.081 0.228
H -6.2351 3.6664 3.0288 0.260 -0.081 -0.201 0.256
H -7.0303 3.8756 1.4483 0.360 -0.150 -0.055 0.276
H -6.7442 2.2381 2.0917 -0.230 0.126 0.129 -0.172
C 3.1773 9.2360 -6.5984 0.194 -0.113 -0.127 -1.318
C 2.2315 8.9950 -5.4548 -0.349 -0.265 0.506 0.795
O 2.2704 7.9696 -4.7796 0.012 0.294 -0.315 -0.695
N 1.3083 9.9584 -5.1747 0.498 -0.596 -0.069 -0.147
C 1.1052 11.2209 -5.8460 -0.332 0.055 0.307 -0.847
H 3.8534 8.3828 -6.7004 -0.237 0.149 0.140 0.285
H 2.6165 9.3463 -7.5308 0.148 0.152 0.056 0.364
H 3.7761 10.1308 -6.4063 -0.106 -0.019 -0.190 0.381
H 0.7070 9.7266 -4.3929 0.124 0.064 -0.203 0.231
H 1.2318 12.0195 -5.1111 -0.017 0.180 -0.273 0.286
H 0.0813 11.2413 -6.2267 0.115 0.268 -0.143 0.291
H 1.8027 11.3718 -6.6705 -0.101 -0.120 0.189 0.328
C 5.1360 -5.1373 1.8846 -0.220 -0.071 -0.152 -1.380
C 6.5579 -5.2202 2.3661 0.944 -0.326 -0.039 0.832
O 7.3745 -5.9878 1.8633 -0.475 0.309 0.149 -0.653
N 6.9327 -4.4083 3.3953 -0.180 -0.427 -0.513 -0.177
C 6.1272 -3.4473 4.1118 0.441 0.032 0.199 -0.815
H 4.9864 -5.8418 1.0619 0.185 0.095 0.235 0.240
H 4.4506 -5.4012 2.6949 -0.041 0.164 -0.104 0.481
H 4.9229 -4.1287 1.5193 -0.106 -0.048 0.119 0.359
H 7.9030 -4.5195 3.6648 -0.236 0.034 -0.066 0.248
H 6.5933 -2.4652 4.0014 -0.272 0.101 0.132 0.281
H 6.1248 -3.7276 5.1679 -0.230 0.231 0.020 0.293
H 5.1015 -3.4062 3.7442 0.218 -0.088 -0.001 0.291
C -5.2011 -5.6665 5.7351 -0.191 -0.090 -0.174 -1.262
C -3.7792 -5.7494 6.2165 0.882 -0.425 -0.049 0.834
O -2.9626 -6.5171 5.7138 -0.432 0.397 0.070 -0.658
N -3.4044 -4.9375 7.2458 -0.107 -0.340 -0.533 -0.184
C -4.2098 -3.9765 7.9623 0.395 0.021 0.238 -0.813
H -5.3507 -6.3710 4.9124 0.178 0.099 0.231 0.276
H -5.8864 -5.9305 6.5454 -0.042 0.187 -0.130 0.405
H -5.4141 -4.6580 5.3698 -0.153 -0.046 0.162 0.310
H -2.4341 -5.0488 7.5152 -0.245 -0.009 -0.033 0.231
H -3.7437 -2.9944 7.8519 -0.277 0.111 0.151 0.265
H -4.2123 -4.2568 9.0184 -0.231 0.244 0.006 0.291
H -5.2356 -3.9354 7.5947 0.224 -0.080 0.012 0.322